# 1
Molecular formula: C38H29BrFeN6O6
Method: DFT, ωB97M-V/def2-TZVPD

Its total charge is -2. The calculation puts the energy above the lowest of the compared OMol25 structures with the same formula, charge and spin at 179.81 kJ/mol. As for the spin multiplicity: 5. The expectation value of S² is 6.080. For the HOMO-LUMO gap (spin up / spin down), the calculation gives 5.0 / 5.7 eV. The strongest force on any atom is 0.78 eV/A. The highest occupied orbital energy (spin up / spin down) comes out at -1.225 / -1.956 eV.

Structure (XYZ):
```
81
Properties=species:S:1:pos:R:3:lowdin_charge:R:1
O -0.136 0.270 2.362 -0.1042
H 3.331 1.463 -0.502 0.1213
C -4.490 5.553 1.319 -0.1479
H 4.015 2.398 5.256 0.0745
H 1.832 1.825 -2.223 0.1078
N -0.882 2.871 -0.515 -0.0358
H -1.903 -1.685 5.238 0.1125
H 4.835 0.941 1.317 0.0956
C -1.159 -2.647 -1.184 -0.0765
C -0.525 -3.320 -4.684 -0.0101
Br 3.569 -0.629 6.258 0.7089
H 1.795 -0.080 3.864 0.1071
H -5.129 6.412 1.159 0.0730
C 2.516 1.588 0.230 -0.1109
C 4.173 1.421 2.036 -0.0945
H 5.585 1.309 3.650 0.0734
H 0.515 3.770 -1.798 0.1132
H 0.196 -1.918 -6.123 0.0962
C 0.776 -1.493 0.393 -0.1169
H -5.390 4.988 3.199 0.0854
H -0.636 2.684 -2.603 0.1152
C 2.889 1.785 1.608 -0.1614
C -1.715 3.838 -0.457 -0.0938
O -1.854 -1.128 2.807 0.0352
H -4.206 -2.753 -2.735 0.0956
C 0.405 -2.843 -5.603 -0.0318
H 1.524 -0.996 1.004 0.1095
C 3.706 2.247 4.225 -0.1729
O -2.057 2.281 2.019 -0.0637
H 1.064 -6.137 -3.715 0.1026
H 3.339 -1.667 -7.827 0.0836
N 1.308 1.603 -0.168 -0.0179
N -0.358 -1.771 6.615 0.0493
C -2.677 4.099 0.583 -0.1323
H -3.925 3.040 3.559 0.1066
N -2.188 -4.309 -2.700 0.0191
C -3.520 5.208 0.408 -0.0906
H -1.436 -2.765 -4.511 0.1043
C 2.461 2.657 3.837 -0.0345
C -3.496 -1.090 -1.599 -0.0230
C -2.791 3.279 1.753 -0.3417
C 0.933 -1.517 6.820 -0.2325
O 0.843 2.894 2.130 -0.0576
C -1.243 -1.338 -0.673 -0.1285
H -3.390 5.806 -0.492 0.0941
H 1.780 3.131 4.536 0.1055
C 1.968 2.470 2.492 -0.4044
O -2.450 0.651 -0.377 -0.0055
C 0.924 -2.830 0.001 -0.0425
C -4.626 4.746 2.466 -0.1281
C -0.293 -4.503 -3.974 -0.3062
C 0.964 1.664 -1.567 -0.2035
C -0.799 -0.550 3.061 -0.5990
H 1.346 -1.779 7.787 0.0837
N -1.121 -5.033 -2.992 0.0087
C 1.210 -0.583 4.624 -0.0329
C -2.429 -0.493 -0.865 -0.3649
H 2.727 -5.286 -5.363 0.1082
H 0.045 -4.432 -1.118 0.0958
H 1.568 -1.785 -7.932 0.0873
C -0.025 2.822 -1.706 -0.1763
C 4.602 1.627 3.327 -0.1628
Fe -0.626 1.500 0.886 0.6814
H -1.724 4.560 -1.283 0.1219
C -3.390 -2.342 -2.151 -0.0587
C -2.226 -3.145 -2.042 -0.2838
H 1.785 -3.398 0.331 0.0945
C 2.430 -1.855 -7.260 -0.1107
C -3.820 3.662 2.678 -0.0180
C 0.889 -5.215 -4.256 -0.0377
O 2.559 -3.148 -6.714 -0.1041
C 1.734 -0.935 5.854 -0.6476
C -0.859 -1.460 5.419 -0.0864
H 2.328 -1.100 -6.476 0.0945
C -0.127 -0.871 4.394 -0.0798
C -0.038 -3.402 -0.798 -0.0097
H -4.399 -0.504 -1.721 0.1001
C 1.810 -4.746 -5.163 -0.0279
C 1.578 -3.545 -5.837 -0.2974
H 0.475 0.734 -1.857 0.1034
N -0.271 -0.774 0.062 0.0977
```

# 2
Molecular formula: C38H29BrN3O10PSW
Method: DFT, ωB97M-V/def2-TZVPD

The calculation puts the energy above the lowest of the compared OMol25 structures with the same formula, charge and spin at 97.61 kJ/mol. As for the spin multiplicity: 3. The expectation value of S² is 2.015. For the HOMO-LUMO gap (spin up / spin down), the calculation gives 6.5 / 7.0 eV. The strongest force on any atom is 3.05 eV/A. The highest occupied orbital energy (spin up / spin down) comes out at -7.476 / -8.249 eV.

Structure (XYZ):
```
84
Properties=species:S:1:pos:R:3:lowdin_charge:R:1
P 0.796 0.600 -2.084 1.0521
C 1.497 -0.011 2.606 -0.1274
C -0.834 2.606 -2.378 -0.6715
O 0.513 1.371 0.918 -0.2563
C 0.892 -2.581 0.066 -0.2267
H 2.583 -3.488 0.994 0.1132
C 4.482 3.369 -1.911 -0.0801
C -0.259 1.491 -3.267 -0.1993
H 5.117 2.308 -3.668 0.1042
C 0.893 -1.361 -4.102 -0.0874
H -2.224 -1.541 3.041 0.1549
H 0.917 -2.897 -5.594 0.1075
C 1.016 2.329 3.001 0.0055
C 2.258 1.679 -1.942 -0.2995
H -4.311 2.344 -0.202 0.0535
H 1.770 -2.119 2.390 0.1279
H 0.083 -0.828 -4.582 0.1021
H -5.811 1.360 -0.188 0.0716
O -2.163 1.737 0.860 -0.1896
H 0.629 3.272 2.637 0.1265
C 1.498 2.218 4.284 -0.1102
C -2.385 1.775 2.139 -0.2918
H 0.280 1.910 -4.116 0.1093
H -1.388 -5.107 -3.018 0.1250
C 1.459 -1.226 1.834 -0.0771
O -0.679 2.343 -1.096 -0.2692
C 2.988 -2.739 -2.923 -0.0736
C -2.965 1.925 4.866 -0.1394
N 1.010 -1.322 0.642 0.0630
C 4.358 2.407 -2.903 -0.0784
C -2.360 0.624 2.964 -0.1045
C 3.255 1.569 -2.918 -0.0863
C 1.745 -3.632 0.325 -0.0171
H 2.341 -1.057 4.284 0.1081
H -2.750 3.886 2.101 0.1328
O -3.248 0.998 6.946 0.0768
H -5.339 2.247 -1.664 0.0721
C 1.975 -0.103 3.925 -0.0849
H -2.762 -3.102 -3.678 0.1226
C 2.378 2.667 -0.969 -0.0620
W -0.995 0.485 -0.174 1.7333
C -0.151 -2.737 -0.897 -0.1367
C -1.803 -1.846 -2.241 -0.1146
H -2.663 -0.173 4.959 0.1350
C -2.010 -3.064 -2.903 -0.0084
C -0.286 -3.992 -1.539 -0.1424
C -3.000 3.085 4.076 0.0293
N -0.951 -1.672 -1.246 0.0152
O -1.527 -0.865 1.301 -0.1359
H -1.081 0.869 -3.623 0.0844
C -2.034 -0.661 2.417 -0.0973
C 2.516 -1.573 -2.347 -0.1076
H 3.177 0.826 -3.700 0.1038
S -4.070 0.285 -1.307 0.4544
C -2.730 3.013 2.739 0.0352
H 5.344 4.024 -1.893 0.1040
H 2.781 -4.137 -4.538 0.1055
C -2.668 0.705 4.327 0.0680
O -4.685 -0.259 -2.489 -0.3050
H 3.568 4.258 -0.186 0.1066
O -1.290 3.624 -2.827 0.1033
N -3.260 2.023 6.295 -0.3590
O -2.672 0.802 -1.620 -0.4793
Br 2.619 0.856 6.525 0.7315
C 1.366 -2.532 -4.679 -0.0753
H 1.592 2.797 -0.242 0.0866
C 0.994 1.226 2.125 -0.3224
C 1.977 0.993 4.750 -0.7003
C 0.579 -5.058 -1.208 -0.0315
H 2.975 -1.197 -1.439 0.1154
H 3.809 -3.272 -2.460 0.1095
H 1.501 3.076 4.943 0.1053
C -1.267 -4.142 -2.541 0.0098
H -2.377 -0.991 -2.552 0.0716
C -4.976 1.716 -0.788 -0.1141
H 0.445 -6.007 -1.711 0.1166
H -3.245 4.025 4.549 0.1251
C 3.490 3.498 -0.953 -0.0644
H 2.265 -5.681 -0.070 0.1101
C 1.458 -0.873 -2.926 -0.3630
O -3.522 3.122 6.740 0.0788
O -3.984 -0.615 -0.163 -0.3339
C 1.581 -4.876 -0.302 -0.0661
C 2.411 -3.225 -4.089 -0.0771
```

# 3
Molecular formula: C38H29F10N4S2SbW
Method: DFT, ωB97M-V/def2-TZVPD

Its total charge is +2. The calculation puts the energy above the lowest of the compared OMol25 structures with the same formula, charge and spin at 68.85 kJ/mol. As for the spin multiplicity: 3. The expectation value of S² is 2.020. For the HOMO-LUMO gap (spin up / spin down), the calculation gives 7.1 / 7.2 eV. The strongest force on any atom is 0.48 eV/A. The highest occupied orbital energy (spin up / spin down) comes out at -13.016 / -13.501 eV.

Structure (XYZ):
```
85
Properties=species:S:1:pos:R:3:lowdin_charge:R:1
C -4.108 -0.033 1.450 -0.0664
C -4.827 -0.809 2.350 -0.0405
C 2.138 -3.345 2.286 -0.1376
H -1.161 -4.169 2.521 0.0930
C 3.410 4.840 -0.736 -0.1300
H 1.345 1.688 -4.179 0.0905
H -3.379 -0.339 -1.546 0.1059
C 1.515 3.351 -1.100 -0.1798
C -2.799 -1.902 3.038 -0.0983
F 4.819 4.563 1.128 0.1642
C -1.506 3.071 -3.175 -0.1723
F 3.317 2.414 1.934 0.1453
C -4.173 -1.737 3.144 -0.0427
C 0.473 -5.535 2.695 -0.0515
H -2.638 1.158 -4.097 0.1314
H -4.730 -2.330 3.857 0.1221
H 2.277 -6.682 2.808 0.1200
C 2.402 0.821 4.919 -0.0530
H -3.296 -0.962 -3.189 0.1461
C 0.345 -3.496 -3.649 -0.1291
N 0.355 2.857 -1.705 -0.1646
C 0.777 0.150 3.286 -0.3579
H -3.191 1.816 -0.546 0.0596
Sb -0.005 -1.274 1.972 1.4689
H 3.290 0.611 5.500 0.1197
C -0.412 3.832 -2.480 -0.1991
F 2.107 5.087 -2.636 0.1124
F -1.839 -5.172 -1.316 0.1533
H 5.156 0.036 -2.458 0.0908
H 3.061 -0.169 -0.840 0.0687
H -2.303 -2.608 3.692 0.1046
F 1.308 -3.770 -4.515 0.1548
F 0.125 -5.765 -3.099 0.1692
C 1.928 -0.124 4.020 -0.1042
N -2.012 2.003 -2.281 -0.3129
H -0.820 1.557 2.908 0.0988
H -5.897 -0.680 2.440 0.1210
H -2.332 3.718 -3.485 0.1478
N 1.908 0.756 -2.368 -0.2186
C 1.732 2.024 5.080 -0.0479
F 4.136 5.859 -1.157 0.1638
C 3.763 4.183 0.433 -0.1292
C 2.322 4.425 -1.495 -0.1280
C -1.271 -4.212 -2.027 -0.1300
H -3.965 1.569 -3.003 0.1444
H -0.806 4.621 -1.829 0.1364
C 0.095 1.352 3.454 -0.1276
H 2.796 -2.507 2.088 0.0976
H -4.625 0.708 0.853 0.1064
C 1.849 -5.698 2.671 -0.0443
S 3.700 1.082 -4.128 1.1528
S 0.681 -1.089 -0.282 0.3081
H -2.001 3.133 -0.489 0.0939
C -2.861 -0.237 -2.501 -0.1682
C -2.738 -0.202 1.331 -0.1619
C -1.661 -2.898 -1.852 -0.1840
C 2.119 1.231 -3.582 -0.4681
C 0.580 2.290 4.352 -0.0586
N -1.419 -0.501 -2.324 -0.2100
C 3.074 0.251 -1.831 -0.2455
H 3.754 -4.742 2.421 0.1179
C -2.956 1.157 -3.056 -0.1508
C -2.712 2.605 -1.121 -0.0373
H -2.174 0.410 0.631 0.0474
H -3.482 3.299 -1.469 0.1164
H 2.101 2.755 5.787 0.1200
H 0.188 4.328 -3.240 0.1213
W -0.139 0.808 -1.597 1.4869
C -0.064 -2.187 -3.458 -0.1698
C 0.754 -3.180 2.342 -0.3717
C -0.083 -4.275 2.525 -0.1075
F 0.536 -1.220 -4.160 0.0937
C 1.923 2.731 0.076 -0.1534
H 2.443 -1.069 3.924 0.0921
C -0.259 -4.516 -2.929 -0.1223
C 2.682 -4.608 2.458 -0.0539
F 1.177 1.657 0.464 -0.0519
H -0.173 -6.390 2.843 0.1193
C -1.067 -1.856 -2.560 -0.2651
C -2.084 -1.143 2.118 -0.3533
H -1.117 2.577 -4.068 0.1215
C 4.145 0.349 -2.652 -0.3244
H 0.051 3.222 4.497 0.1164
C 3.004 3.097 0.842 -0.1372
F -2.580 -2.619 -0.925 0.1163
```

# 4
Molecular formula: C38H30BiN8O2PS2
Method: DFT, ωB97M-V/def2-TZVPD

As for the spin multiplicity: 1. For the HOMO-LUMO gap (spin up / spin down), the calculation gives 4.9 / 4.7 eV. The strongest force on any atom is 0.46 eV/A. The highest occupied orbital energy (spin up / spin down) comes out at -6.866 / -6.771 eV.

Structure (XYZ):
```
82
Properties=species:S:1:pos:R:3:lowdin_charge:R:1
C -4.343 -2.946 0.014 -0.4945
H 4.688 -0.501 4.191 0.1132
C 4.305 -0.006 -6.624 -0.0733
C -5.061 -4.070 0.733 -0.0476
P -3.352 -0.553 0.798 -0.1475
H -6.058 -2.202 -1.053 0.0892
C 4.176 -0.304 -3.885 -0.1060
C 3.124 0.319 -5.991 -0.0093
H -4.514 -1.714 -1.754 0.0466
H 6.230 -0.969 -3.967 0.1129
C 2.031 0.419 -3.638 -0.2930
H 0.960 0.719 5.174 0.1156
N 3.100 -0.184 0.336 -0.0354
H -1.190 2.368 -5.572 0.1142
H -4.533 -1.632 5.007 0.0832
N -1.129 2.322 0.126 0.2074
H -1.013 1.733 6.302 0.1062
C 1.194 0.767 2.253 -0.2849
C -2.724 3.544 -4.607 -0.0630
H 7.117 -1.358 -0.101 0.1131
C 0.234 1.286 3.223 -0.0974
N 0.736 1.057 0.987 -0.0461
H -3.185 3.880 -1.236 0.1109
H -5.054 -4.972 0.120 0.0827
C 3.073 0.157 -4.607 -0.1061
C 3.235 -0.168 1.679 -0.2883
H -2.795 -0.073 4.248 0.1160
C 4.307 -0.556 -0.230 -0.2800
C 6.543 -1.078 3.259 -0.0739
O -4.285 -1.851 0.952 -0.3337
H -2.665 2.930 2.514 0.1250
N 2.473 0.104 -2.401 -0.0404
C 5.374 -0.620 -4.529 -0.0094
H 7.075 -1.198 4.193 0.1024
C 5.255 -0.800 0.838 -0.1055
C -0.765 1.924 2.494 -0.1029
H 6.327 -0.710 -6.434 0.1026
C 6.597 -1.180 0.830 -0.0085
C 4.581 -0.562 2.037 -0.1074
C -2.214 -1.979 3.498 -0.0688
C 0.025 1.442 -3.080 -0.2739
N 2.315 0.185 2.583 0.2092
H 4.385 0.099 -7.698 0.1024
H -3.171 3.874 -5.536 0.1042
C 7.223 -1.317 2.051 -0.0729
H -2.132 -2.394 4.505 0.0863
H -2.792 2.811 5.008 0.1105
N 4.595 -0.649 -1.508 0.2031
N 0.093 1.335 -1.707 -0.0250
H -6.099 -3.798 0.931 0.0862
C -5.040 -2.532 -1.266 -0.0642
C -1.876 2.488 3.105 0.0051
N 0.862 0.975 -3.966 0.2087
H 2.265 0.684 -6.537 0.1132
C -1.653 2.733 -2.217 -0.1218
H 8.263 -1.615 2.088 0.1028
C -4.579 -1.225 3.995 -0.0392
H -4.995 -1.980 3.330 0.0692
C -1.104 2.301 -3.418 -0.0976
C -1.624 2.704 -4.641 -0.0027
C -2.755 3.577 -2.179 -0.0203
H -4.150 4.618 -3.417 0.1058
H -1.227 -1.661 3.167 0.0503
H -2.559 -2.765 2.828 0.0657
Bi 1.023 -0.437 -0.666 1.7028
C -3.186 -0.816 3.546 -0.4332
O -3.276 -0.063 2.314 -0.3329
C 0.181 1.212 4.608 -0.0010
C -0.885 2.112 -1.152 -0.2874
C 3.785 -0.323 -2.494 -0.2791
C -0.419 1.783 1.090 -0.3037
S -4.097 0.853 -0.297 0.2860
H -4.574 -4.294 1.682 0.0749
H -3.313 -3.246 -0.203 0.0898
H -5.082 -3.381 -1.951 0.0835
C -3.282 3.973 -3.395 -0.0594
C -1.937 2.402 4.485 -0.0697
C 5.218 -0.693 3.269 -0.0092
S -1.530 -1.263 0.243 0.1715
C -0.922 1.779 5.224 -0.0694
H -5.242 -0.361 3.997 0.0869
C 5.418 -0.470 -5.898 -0.0739
```